{
  "formula": "CH8N4O",
  "method": "wB97M-V/def2-TZVPD",
  "elements": ["H", "N", "C", "N", "O", "H", "H", "H", "N", "N", "H", "H", "H", "H"],
  "coordinates": [[2.03111, -1.20455, 0.38311], [1.76234, -0.22888, 0.23675], [0.66862, 0.01441, 0.86524], [-0.06978, -0.81194, 1.62920], [0.33387, 1.29799, 1.03885], [0.40110, -1.62522, 1.99973], [-0.63500, -0.32982, 2.31834], [0.98022, 1.81579, 0.52978], [-0.49995, -0.30152, -1.88104], [-1.60324, 0.53527, -1.49524], [-0.68969, -1.28921, -1.69345], [0.45800, -0.00105, -1.58834], [-1.64451, 0.64643, -0.47568], [-1.49310, 1.48231, -1.86725]],
  "energy_ev": -9173.5689,
  "e_homo_ha": -0.305,
  "smiles": "[H]/N=C(\\N)O.NN",
  "charge": 0,
  "relative_energy_kcal_mol": 0.0,
  "spin_multiplicity": 1
}